Here is an isolated molecule of C9H11NO at a distorted geometry from the Open Molecules 2025 dataset. Energies are from ωB97M-V/def2-TZVPD.

Values from the calculation:
E_LUMO (alpha / beta) = 0.013 / 0.013 Ha
spin multiplicity = 1
energy = -13042.0640 eV
HOMO (alpha / beta) = -7.976 / -7.812 eV
maximum force = 4.9 eV Å⁻¹

Last column: natural (NBO) charge in e.
Cartesian coordinates (Å):
C 3.09 -0.86 0.03  0.298
C 0.57 -0.43 -0.17  0.410
C 2.11 1.25 0.16  0.410
C 3.88 -1.88 -0.05  -0.591
C 2.30 2.62 0.28  -0.436
C -3.01 -0.30 -0.44  -0.155
C -1.82 -0.35 0.15  -0.197
C -4.25 0.46 0.08  -0.647
C -0.64 -1.24 -0.16  -0.556
N 0.86 0.77 0.00  -0.484
O 3.16 0.44 -0.15  -0.475
H 5.04 -1.85 0.00  0.210
H 3.52 -2.90 -0.12  0.229
H 3.30 3.17 0.31  0.213
H 1.52 3.38 0.38  0.218
H -3.07 -1.00 -1.40  0.182
H -1.72 0.31 1.00  0.197
H -3.81 1.29 0.55  0.217
H -4.86 0.97 -0.78  0.219
H -4.90 -0.15 0.73  0.228
H -0.53 -1.91 0.66  0.258
H -0.75 -1.79 -1.06  0.251

=====

Here is a cluster of 2 separate species, C4H11NO in total at a distorted geometry from the Open Molecules 2025 dataset. Energies are from ωB97M-V/def2-TZVPD.

Values from the calculation:
E_LUMO (alpha / beta) = -0.169 / -0.301 Ha
spin multiplicity = 2
energy = -7851.9627 eV
HOMO (alpha / beta) = -13.269 / -13.218 eV
net charge = +1
expectation value of S² = 0.762
maximum force = 6.0 eV Å⁻¹

Last column: natural (NBO) charge in e.
Cartesian coordinates (Å):
C 0.86 -0.15 1.57  -0.499
N 1.37 0.19 0.25  -0.668
C 2.47 -0.74 -0.16  -0.424
H 0.04 0.62 1.87  0.215
H 0.52 -1.17 1.73  0.221
H 1.57 0.07 2.38  0.221
H 2.02 1.00 0.25  0.390
H 1.82 -1.68 -0.24  0.194
H 3.14 -0.68 0.70  0.189
H 3.08 -0.51 -1.04  0.228
C -3.49 0.67 -1.11  -0.117
C -2.15 0.50 -1.37  0.317
O -1.23 0.30 -0.38  -0.585
H -4.15 0.42 -1.86  0.235
H -3.77 0.80 -0.12  0.233
H -1.67 0.55 -2.48  0.241
H -0.45 -0.19 0.01  0.608

=====

Here is a structure of composition C5H15AsF6KNO2 at a distorted geometry from the Open Molecules 2025 dataset. Energies are from ωB97M-V/def2-TZVPD.

Values from the calculation:
E_LUMO = -0.016 Ha
spin multiplicity = 1
energy = -104486.7559 eV
HOMO = -10.477 eV
maximum force = 1.2 eV Å⁻¹

Last column: natural (NBO) charge in e.
Cartesian coordinates (Å):
K -15.67 -4.69 19.81  0.960
As -12.90 -4.99 17.35  2.840
F -13.19 -3.56 18.31  -0.651
F -12.77 -4.08 15.91  -0.616
F -12.69 -6.43 16.45  -0.620
F -13.11 -6.00 18.78  -0.658
F -14.65 -5.05 17.17  -0.668
F -11.23 -4.86 17.68  -0.613
C -15.87 -7.97 18.51  -0.259
O -16.58 -7.24 19.52  -0.775
H -15.56 -7.28 17.73  0.215
H -14.98 -8.45 18.94  0.180
H -16.50 -8.74 18.06  0.169
H -17.17 -7.82 20.00  0.478
C -20.09 -2.86 21.14  -0.623
C -18.79 -3.20 20.45  -0.074
C -18.62 -2.44 19.15  -0.060
O -17.50 -3.01 18.46  -0.576
C -16.70 -2.15 17.69  -0.262
N -17.61 -2.89 21.27  -0.874
H -20.96 -3.25 20.59  0.218
H -20.24 -1.77 21.18  0.209
H -20.13 -3.29 22.14  0.215
H -18.74 -4.27 20.24  0.187
H -18.45 -1.38 19.37  0.171
H -19.49 -2.58 18.50  0.191
H -16.17 -2.76 16.96  0.224
H -15.95 -1.61 18.29  0.168
H -17.26 -1.34 17.22  0.173
H -17.68 -3.22 22.22  0.368
H -17.44 -1.89 21.28  0.365

=====

Here is a cluster of 2 separate species, C5H14NO2 in total at a distorted geometry from the Open Molecules 2025 dataset. Energies are from ωB97M-V/def2-TZVPD.

Values from the calculation:
E_LUMO = -0.110 Ha
spin multiplicity = 1
energy = -10990.2949 eV
HOMO = -14.000 eV
net charge = +1
maximum force = 2.5 eV Å⁻¹

Last column: natural (NBO) charge in e.
Cartesian coordinates (Å):
C -2.30 -0.25 -0.57  -0.659
C -1.27 0.61 0.13  -0.059
C -0.65 0.00 1.46  -0.392
C 0.68 -0.73 1.21  -0.578
C 1.98 -0.02 1.28  0.454
O 2.34 0.90 0.58  -0.539
N -0.21 1.11 -0.82  -0.711
H -2.14 -1.32 -0.70  0.244
H -2.54 0.06 -1.60  0.221
H -3.24 -0.18 -0.02  0.253
H -1.74 1.45 0.66  0.234
H -1.35 -0.70 1.89  0.248
H -0.52 0.78 2.21  0.232
H 0.73 -1.47 0.39  0.264
H 0.79 -1.44 2.06  0.254
H 2.71 -0.41 2.00  0.147
H -0.35 2.11 -0.95  0.443
H -0.41 0.59 -1.69  0.462
H 0.77 0.87 -0.60  0.467
H 0.64 -1.97 -2.59  0.503
H -0.71 -1.44 -2.95  0.489
O -0.01 -1.32 -2.28  -0.978